A cluster of 7 separate species, C57H87BrClFN2O19PS in total, computed with ωB97M-V with the def2-TZVPD basis set.

Geometry as XYZ:
```
170
Properties=species:S:1:pos:R:3
C 4.0336 7.1749 3.3043
C 2.8355 7.8010 2.5488
C 2.6840 7.2699 1.1258
C 2.2745 5.8045 1.1802
O 2.1747 5.3647 -0.1696
N 1.9852 3.9589 -0.4542
C 1.6315 3.2631 0.8083
C 1.2710 1.7778 0.7236
O 1.8618 1.0011 0.0158
C 0.2405 1.2975 1.6650
C -0.2818 2.0686 2.7116
C -1.2412 1.5939 3.5895
C -1.7277 0.2896 3.4333
C -1.1823 -0.4921 2.4195
C -0.2191 -0.0055 1.5557
C 0.8539 4.0520 -1.4375
C 0.5722 2.9082 -2.4276
C -0.0177 3.6716 -3.6665
C -1.2316 4.5959 -3.3709
O -2.2964 4.2122 -4.2413
C -3.1454 5.2441 -4.5008
O -4.2479 5.2800 -4.1086
S -0.8985 1.9642 -1.8311
O -1.4787 2.7061 -0.7540
O -1.7604 1.6737 -2.9195
F -0.4621 0.5995 -1.2381
C 1.8293 2.0628 -2.9016
C 1.5508 0.5607 -3.0632
C 2.2917 -0.4316 -2.4154
C 1.9542 -1.7407 -2.6940
C 0.9485 -1.9946 -3.6070
N 0.2183 -1.1012 -4.2620
C 0.5665 0.1559 -3.9594
P 2.2053 2.2770 -4.8353
O 3.4117 1.1712 -4.9408
Cl 3.2178 4.0236 -5.2674
C 3.1613 2.3589 -2.1500
C 3.2921 3.4979 -1.1246
Br 3.9374 5.0938 -2.2186
C 4.4736 3.3739 -0.1632
C 4.6154 2.1135 0.7135
C 5.8242 1.2562 0.3646
C 6.2490 1.0086 -0.9383
C 7.3806 0.2366 -1.1988
C 8.1144 -0.3164 -0.1548
C 7.6728 -0.0936 1.1451
C 6.5509 0.6766 1.4083
H 3.6444 6.5033 4.0705
H 4.6574 6.5591 2.6572
H 4.6159 7.9195 3.8336
H 2.9704 8.8771 2.5449
H 1.9284 7.5562 3.1025
H 3.6653 7.3141 0.6507
H 1.9601 7.8462 0.5547
H 2.9965 5.2984 1.8209
H 1.3181 5.7660 1.7104
H 2.4399 3.2934 1.5321
H 0.7418 3.7441 1.1904
H 0.0703 3.0817 2.8615
H -1.6074 2.2370 4.3760
H -2.4980 -0.0913 4.0884
H -1.5650 -1.4973 2.3105
H 0.1569 -0.6700 0.7928
H 1.0369 4.9570 -2.0028
H -0.0058 4.3041 -0.8249
H 0.7392 4.3685 -4.0148
H -0.3690 2.9998 -4.4369
H -1.5692 4.5983 -2.3343
H -0.9897 5.6335 -3.6259
H -2.7536 6.0434 -5.1454
H 3.0840 -0.2098 -1.7230
H 2.4865 -2.5572 -2.2325
H 0.7286 -3.0322 -3.8357
H -0.0208 0.9101 -4.4622
H 4.2482 1.6308 -5.1073
H 3.9326 2.5774 -2.8823
H 3.5576 1.4953 -1.6293
H 5.3578 3.4236 -0.7895
H 4.5592 4.2629 0.4583
H 4.8099 2.4329 1.7377
H 3.7621 1.4422 0.7620
H 5.7367 1.4379 -1.7905
H 7.6820 0.0746 -2.2240
H 9.0045 -0.8922 -0.3530
H 8.2344 -0.5431 1.9533
H 6.2265 0.8380 2.4281
O 8.1335 -0.3209 5.0049
C 8.3009 -1.5077 4.9243
O 7.3400 -2.2647 4.3610
C 7.5199 -3.6469 4.0311
C 7.2278 -4.5509 5.2099
C 9.5233 -2.1753 5.5092
H 8.5129 -3.8184 3.6133
H 6.8075 -3.8449 3.2318
H 7.9146 -4.3694 6.0365
H 7.3107 -5.5977 4.9174
H 6.2193 -4.3710 5.5818
H 9.3499 -2.3654 6.5673
H 10.3635 -1.4935 5.4047
H 9.8021 -3.1035 5.0162
O -2.8292 -2.9804 4.8290
C -3.9847 -2.7992 5.1171
O -4.4453 -1.5411 5.1524
C -5.8339 -1.1898 5.2901
C -6.2518 -1.1236 6.7443
C -4.8937 -3.9353 5.5167
H -6.4645 -1.8513 4.6962
H -5.9214 -0.2004 4.8464
H -6.1666 -2.0885 7.2466
H -7.2821 -0.7808 6.8339
H -5.5986 -0.4263 7.2708
H -4.7577 -4.1392 6.5779
H -4.6064 -4.8161 4.9479
H -5.9463 -3.7509 5.3167
O -3.6098 1.6461 7.0138
C -2.5922 1.5000 7.6340
O -2.1920 2.4715 8.4744
C -1.1076 2.3128 9.3934
C 0.2267 2.6259 8.7490
C -1.7143 0.2903 7.4094
H -1.1257 1.3209 9.8464
H -1.3040 3.0239 10.1938
H 0.4489 1.9393 7.9312
H 1.0303 2.5591 9.4825
H 0.2159 3.6339 8.3333
H -1.0914 0.4640 6.5325
H -2.3578 -0.5639 7.2067
H -1.1011 0.0220 8.2662
O -8.2145 0.5339 2.8438
C -7.5423 0.9139 1.9251
O -6.8889 0.0051 1.1748
C -6.2176 0.3311 -0.0460
C -4.8023 0.8141 0.2001
C -7.3396 2.3858 1.6486
H -6.8018 1.0422 -0.6312
H -6.1942 -0.5960 -0.6162
H -4.7867 1.7358 0.7828
H -4.2906 0.9968 -0.7456
H -4.2420 0.0660 0.7626
H -6.5310 2.7541 2.2788
H -8.2566 2.9079 1.9091
H -7.1212 2.6179 0.6090
O -1.4342 -8.1128 -5.2021
C -1.5721 -7.0375 -5.7188
O -1.7150 -5.9531 -4.9240
C -1.6953 -4.6181 -5.4252
C -3.0656 -4.1826 -5.9029
C -1.6807 -6.8729 -7.2105
H -0.9304 -4.5006 -6.1949
H -1.3922 -3.9879 -4.5888
H -3.4138 -4.7944 -6.7356
H -3.0447 -3.1398 -6.2231
H -3.7939 -4.2885 -5.0986
H -2.7256 -7.0406 -7.5078
H -1.0446 -7.6205 -7.6812
H -1.3568 -5.9018 -7.5791
O -4.5187 -6.9222 -8.0369
C -5.0339 -7.6553 -8.8435
O -4.8855 -7.3824 -10.1464
C -5.2834 -8.2808 -11.1891
C -6.7442 -8.1129 -11.5495
C -5.9016 -8.8118 -8.4142
H -5.0358 -9.3100 -10.9271
H -4.6621 -8.0191 -12.0435
H -7.3966 -8.3527 -10.7098
H -7.0070 -8.7612 -12.3854
H -6.9466 -7.0798 -11.8315
H -6.9116 -8.4456 -8.2347
H -5.5000 -9.2105 -7.4857
H -5.9358 -9.6305 -9.1284
```

The total charge is +1. For the largest force on an atom, the calculation gives 1.98 eV/A. The LUMO energy comes out at -2.98 eV. Its frontier orbital gap is 7.759 eV.

A structure of composition C57H91MgN5O3, computed with ωB97M-V with the def2-TZVPD basis set.

Geometry as XYZ:
```
157
Properties=species:S:1:pos:R:3
Mg -0.2198 0.2961 0.4848
C -3.6243 6.9153 1.6121
C -2.2793 6.8509 2.3451
C -1.4439 8.0471 1.8705
C -2.5454 6.9646 3.8497
C -1.5325 5.5534 2.0674
C -2.1143 4.5118 1.3715
C -1.4314 3.3429 1.1040
C -2.1584 2.3069 0.3123
N -1.3687 1.6455 -0.7352
C -2.2928 0.9719 -1.6320
C -2.5647 -0.4129 -1.0794
N -1.2748 -1.0297 -0.8407
C -0.5638 -1.2548 -2.0954
C 0.5394 -0.2467 -2.4561
N 1.1847 0.4387 -1.3315
C 1.0176 1.8904 -1.4890
C -0.4143 2.4779 -1.4437
C 2.6540 0.2108 -1.3579
C 3.3267 -1.0865 -0.8855
C 4.6942 -0.9989 -0.6475
C 5.4464 -2.0776 -0.2090
C 4.8033 -3.3152 -0.1300
C 3.4677 -3.4860 -0.3991
C 2.6620 -2.3281 -0.6858
O 1.3918 -2.3913 -0.6733
C 2.8531 -4.8778 -0.5584
C 1.6398 -5.1547 0.3435
C 2.4164 -4.9739 -2.0272
C 3.8536 -6.0095 -0.2932
C 6.9391 -2.0204 0.0970
C 7.1790 -2.2612 1.5977
C 7.5616 -0.6716 -0.2767
C 7.6571 -3.1221 -0.7053
C -1.4399 -2.3158 -0.1762
C -2.0813 -2.3755 1.1824
C -2.5389 -3.6243 1.5430
C -3.0592 -3.8847 2.7987
C -3.1996 -2.7940 3.6409
C -2.7955 -1.5002 3.3159
C -2.1012 -1.2908 2.0873
O -1.4845 -0.1894 1.7545
C -3.1683 -0.4075 4.3302
C -3.1271 0.9969 3.7179
C -2.2419 -0.4497 5.5594
C -4.6104 -0.6446 4.8340
C -3.4940 -5.3027 3.1268
C -4.6731 -5.6595 2.2099
C -3.9457 -5.4550 4.5804
C -2.3327 -6.2787 2.8792
C -0.1197 3.1054 1.5620
O 0.4248 1.9289 1.3632
C 0.5217 4.2121 2.2013
C -0.2091 5.3658 2.4528
C 2.0048 4.1873 2.5866
C 2.5558 5.5513 3.0231
C 2.8169 3.7584 1.3596
C 2.2068 3.2115 3.7502
H -4.1045 7.8708 1.8107
H -4.2949 6.1279 1.9451
H -3.4780 6.8284 0.5386
H -1.9826 8.9757 2.0516
H -1.2490 7.9614 0.8030
H -0.4910 8.0967 2.3901
H -3.0402 7.9070 4.0742
H -1.6176 6.9137 4.4122
H -3.1850 6.1488 4.1769
H -3.1324 4.5809 1.0234
H -3.0480 2.7825 -0.1295
H -2.4820 1.5188 0.9886
H -1.8597 0.8640 -2.6282
H -3.2241 1.5466 -1.7521
H -3.1821 -0.9965 -1.7858
H -3.1065 -0.3490 -0.1355
H -1.2703 -1.3121 -2.9342
H -0.0694 -2.2159 -2.0091
H 0.1465 0.4956 -3.1607
H 1.2904 -0.8195 -3.0103
H 1.4808 2.2251 -2.4359
H 1.5681 2.3534 -0.6775
H -0.7676 2.6782 -2.4642
H -0.3330 3.4481 -0.9431
H 3.0966 1.0180 -0.7629
H 2.9968 0.3898 -2.3956
H 5.1758 -0.0455 -0.8053
H 5.4007 -4.1718 0.1307
H 0.8413 -4.4467 0.1570
H 1.9175 -5.1059 1.3956
H 1.2619 -6.1560 0.1391
H 1.6978 -4.1948 -2.2602
H 1.9627 -5.9412 -2.2308
H 3.2803 -4.8413 -2.6751
H 4.1374 -6.0435 0.7575
H 4.7490 -5.9046 -0.8990
H 3.3873 -6.9616 -0.5427
H 6.8360 -1.4048 2.1782
H 8.2408 -2.4020 1.7936
H 6.6503 -3.1516 1.9343
H 7.1191 0.1346 0.3052
H 7.4172 -0.4638 -1.3348
H 8.6310 -0.6855 -0.0704
H 7.4312 -4.1123 -0.3116
H 8.7377 -2.9898 -0.6588
H 7.3419 -3.0929 -1.7479
H -0.4366 -2.7184 -0.0695
H -2.0063 -2.9944 -0.8359
H -2.4615 -4.4194 0.8174
H -3.6530 -2.9490 4.6048
H -2.1371 1.2335 3.3370
H -3.4053 1.7418 4.4641
H -3.8384 1.0642 2.8958
H -1.2895 0.0285 5.3509
H -2.0671 -1.4788 5.8680
H -2.7037 0.0806 6.3901
H -5.2657 -0.9257 4.0124
H -5.0012 0.2665 5.2863
H -4.6501 -1.4253 5.5915
H -5.4783 -4.9420 2.3522
H -5.0518 -6.6548 2.4330
H -4.3741 -5.6323 1.1654
H -4.8303 -4.8513 4.7702
H -3.1521 -5.1556 5.2631
H -4.1960 -6.4956 4.7813
H -2.0064 -6.2569 1.8433
H -2.6414 -7.2957 3.1147
H -1.4820 -6.0218 3.5074
H 0.2709 6.1784 2.9733
H 2.4057 6.2956 2.2466
H 3.6268 5.4600 3.1968
H 2.1025 5.8981 3.9485
H 2.6052 4.4424 0.5405
H 2.5244 2.7582 1.0598
H 3.8877 3.7708 1.5609
H 1.6826 3.5860 4.6276
H 3.2643 3.0975 3.9893
H 1.7812 2.2480 3.4985
C 2.4983 -2.6405 3.1274
C 1.3113 -2.2519 2.2218
N 1.1539 -0.8152 2.2198
C 2.3942 -0.1576 1.8863
C 3.4812 -0.4337 2.9411
N 2.9244 -1.4329 3.8796
C 1.7762 -0.8154 4.5870
C 0.7150 -0.4162 3.5342
H 3.3487 -2.9805 2.5323
H 2.2148 -3.4225 3.8340
H 0.3764 -2.6925 2.5723
H 1.4757 -2.5743 1.1945
H 2.1721 0.9019 1.8000
H 2.7221 -0.5325 0.9207
H 3.7461 0.4625 3.5072
H 4.3838 -0.8278 2.4699
H 3.6423 -1.6974 4.5580
H 2.1420 0.0577 5.1300
H 1.3792 -1.5333 5.3063
H 0.5249 0.6554 3.5065
H -0.2303 -0.9180 3.7327
```

The total charge is 0. For the largest force on an atom, the calculation gives 1.50 eV/A. The value obtained for the relative energy (zero: lowest compared OMol25 entry of this formula, charge and spin) is 17.8 kJ/mol. The LUMO energy comes out at -0.39 eV. Its frontier orbital gap is 6.243 eV.

- Which of these has the highest total charge?
  C57H87BrClFN2O19PS

- The highest total charge belongs to which entry?
  C57H87BrClFN2O19PS

- Among the records above, which one has the highest LUMO?
  C57H91MgN5O3